DFT (ωB97M-V/def2-TZVPD) results for the molecule C12H9ClN4O at a distorted geometry.

Values from the calculation:
E_tot = -33120.73470 eV
spin multiplicity = 1
HOMO level = -0.2877 Eh
largest force on an atom = 4.8 eV Å⁻¹
ΔE to the lowest compared entry with this formula, charge and spin = 32.5 kJ/mol
SMILES = Nc1nc(Cl)ncc1-c1c[nH]c2cccc(O)c12

Atoms and positions in Å:
Cl  -2.936  4.766  -2.200
N  -2.761  2.062  -2.075
N  -1.009  3.302  -1.117
O  -0.139  0.723  1.999
C  -0.209  -0.392  -0.844
C  0.077  -1.301  -1.850
C  -2.173  3.230  -1.780
C  -2.122  0.944  -1.801
C  -0.470  2.169  -0.784
C  1.536  -2.463  2.418
C  0.974  -1.228  2.732
C  1.563  -2.998  1.135
C  0.393  -0.450  1.728
C  -0.919  0.901  -1.097
C  0.350  -0.957  0.420
C  0.962  -2.208  0.122
N  0.686  2.427  -0.191
N  0.793  -2.374  -1.267
H  -0.101  0.868  2.972
H  -0.115  -1.202  -2.910
H  -2.525  0.005  -2.113
H  1.976  -3.044  3.235
H  1.003  -0.862  3.760
H  2.033  -3.966  0.952
H  0.856  3.420  -0.056
H  1.069  1.730  0.443
H  1.209  -3.102  -1.832

Here are the Löwdin charges for atoms 1 to 6, given in e:
1. Cl 0.625
2. N 0.054
3. N 0.102
4. O 0.072
5. C -0.092
6. C -0.017

---

DFT (ωB97M-V/def2-TZVPD) results for the molecule C12H9NO at a distorted geometry.

Values from the calculation:
E_tot = -16122.11983 eV
spin multiplicity = 1
HOMO level = -0.3184 Eh
largest force on an atom = 9.8 eV Å⁻¹
ΔE to the lowest compared entry with this formula, charge and spin = 455.8 kJ/mol
SMILES = O=C1NCc2cccc3cccc1c23

Atoms and positions in Å:
C  -0.216  -0.562  -2.356
C  -0.847  1.792  -1.414
C  -0.209  1.326  -0.152
C  -0.208  2.045  0.936
C  -0.118  1.608  2.269
C  -0.036  0.275  2.392
C  0.021  -0.611  1.308
C  0.641  -1.899  1.541
C  0.792  -2.650  0.526
C  0.499  -2.298  -0.723
C  -0.221  -1.111  -0.980
C  -0.124  -0.117  0.040
H  -0.841  0.849  -3.310
H  -0.030  2.555  -1.745
H  -1.992  2.147  -0.862
H  -0.217  3.258  0.472
H  0.069  2.574  3.040
H  0.153  -0.147  3.411
H  0.922  -1.936  2.580
H  1.709  -3.609  0.392
H  0.996  -2.984  -1.443
N  -0.922  0.615  -2.392
O  0.180  -1.121  -3.528

Here are the Löwdin charges for atoms 1 to 6, given in e:
1. C -0.323
2. C -0.086
3. C -0.259
4. C -0.120
5. C -0.081
6. C -0.069

---

DFT (ωB97M-V/def2-TZVPD) results for a structure of composition C13H10AsBrF6N4O2PdS2 at a distorted geometry.

Values from the calculation:
E_tot = -196007.38717 eV
spin multiplicity = 2
HOMO level (alpha / beta) = -0.6750 / -0.6750 Eh
charge = +3
largest force on an atom = 1.4 eV Å⁻¹
ΔE to the lowest compared entry with this formula, charge and spin = 0.0 kJ/mol

Atoms and positions in Å:
Pd  0.462  -0.570  0.175
N  3.004  -0.042  -2.503
C  3.377  -0.463  -1.341
N  2.596  -0.836  -0.329
C  3.326  -1.034  0.785
C  4.754  -0.961  0.594
S  5.146  -0.557  -0.940
C  2.680  -1.102  1.998
C  3.254  -1.116  3.292
S  2.115  -0.870  4.466
C  0.850  -0.749  3.202
N  1.328  -0.960  1.992
N  -0.393  -0.471  3.490
H  2.026  0.217  -2.635
H  3.661  0.228  -3.226
H  5.518  -1.126  1.345
H  4.299  -1.240  3.549
H  -0.704  -0.284  4.434
H  -1.071  -0.382  2.738
F  2.006  1.487  1.247
As  1.273  2.770  0.206
F  -0.259  1.927  0.495
F  1.033  3.746  1.564
F  0.534  3.813  -0.902
F  2.859  3.313  -0.109
F  1.485  1.561  -1.129
Br  -6.943  -1.576  -0.322
C  -5.493  -0.889  -1.177
C  -5.671  -0.188  -2.400
C  -4.573  0.318  -3.042
C  -3.295  0.130  -2.493
C  -3.117  -0.559  -1.272
C  -4.198  -1.067  -0.605
C  -1.743  -0.704  -0.731
O  -0.731  -0.574  -1.488
O  -1.521  -0.913  0.515
H  -6.668  -0.064  -2.802
H  -4.684  0.860  -3.971
H  -2.426  0.527  -3.002
H  -4.092  -1.601  0.330

Here are the Löwdin charges for atoms 1 to 6, given in e:
1. Pd 1.108
2. N 0.259
3. C -0.502
4. N 0.042
5. C -0.263
6. C -0.183

---

DFT (ωB97M-V/def2-TZVPD) results for a structure of composition C13H10CaF5N at a distorted geometry.

Values from the calculation:
E_tot = -47152.19016 eV
spin multiplicity = 1
HOMO level (alpha / beta) = 0.0071 / 0.0386 Eh
charge = -2
largest force on an atom = 5.1 eV Å⁻¹
ΔE to the lowest compared entry with this formula, charge and spin = 0.0 kJ/mol

Atoms and positions in Å:
C  1.928  -1.056  0.516
C  1.390  -1.822  -0.556
C  0.170  -2.399  -0.109
C  -0.056  -1.980  1.224
C  1.023  -1.131  1.610
Ca  -0.028  0.726  -0.313
N  1.645  1.697  2.830
C  0.312  1.971  -1.987
C  0.883  0.927  -2.679
H  -0.409  -3.151  -0.648
H  1.875  -2.014  -1.508
H  -0.843  -2.328  1.875
H  1.178  -0.683  2.583
H  2.906  -0.564  0.531
H  1.885  0.501  -2.505
H  -0.765  2.132  -2.225
H  1.850  2.628  2.414
H  0.372  0.427  -3.496
H  0.794  2.897  -1.580
F  -2.754  1.708  -1.575
C  -3.194  1.518  -0.274
C  -2.368  0.953  0.671
C  -2.876  0.618  1.895
F  -2.117  -0.045  2.823
C  -4.219  0.886  2.211
F  -4.722  0.524  3.402
C  -5.033  1.518  1.257
F  -6.302  1.844  1.573
C  -4.525  1.829  0.007
F  -5.295  2.417  -0.939

Here are the Löwdin charges for atoms 1 to 6, given in e:
1. C -0.272
2. C -0.267
3. C -0.227
4. C -0.216
5. C -0.254
6. Ca 1.223

---

DFT (ωB97M-V/def2-TZVPD) results for a structure of composition C13H10Cl5NV at a distorted geometry.

Values from the calculation:
E_tot = -103430.18433 eV
spin multiplicity = 3
HOMO level (alpha / beta) = -0.0856 / -0.1519 Eh
charge = -1
largest force on an atom = 3.2 eV Å⁻¹

Atoms and positions in Å:
C  -0.611  0.690  -2.801
C  0.798  0.841  -2.630
C  1.027  1.811  -1.630
C  -0.203  2.132  -1.022
C  -1.243  1.515  -1.778
V  -0.705  -0.476  -0.961
N  -2.399  -0.609  -0.933
C  0.541  -2.003  -1.573
C  1.680  -1.376  -1.090
H  1.974  2.298  -1.436
H  1.566  0.412  -3.263
H  -0.353  2.899  -0.268
H  -2.299  1.768  -1.737
H  -1.129  0.173  -3.606
H  2.430  -0.975  -1.778
H  0.077  -2.780  -0.934
H  -3.408  -0.798  -0.914
H  2.061  -1.663  -0.109
H  0.316  -2.065  -2.653
Cl  -1.702  -2.481  1.333
C  -0.902  -1.106  1.992
C  -0.143  -0.313  1.133
C  0.872  0.438  1.712
Cl  2.309  0.881  0.856
C  0.819  0.786  3.093
Cl  1.900  1.951  3.742
C  -0.106  0.131  3.927
Cl  -0.152  0.470  5.595
C  -0.975  -0.841  3.368
Cl  -2.039  -1.710  4.365

Here are the Löwdin charges for atoms 1 to 6, given in e:
1. C -0.248
2. C -0.201
3. C -0.213
4. C -0.153
5. C -0.246
6. V 0.596

---

DFT (ωB97M-V/def2-TZVPD) results for a structure of composition C13H10N2O4SSn at a distorted geometry.

Values from the calculation:
E_tot = -41460.55899 eV
spin multiplicity = 1
HOMO level = -0.5445 Eh
charge = +2
largest force on an atom = 5.6 eV Å⁻¹
ΔE to the lowest compared entry with this formula, charge and spin = 60.6 kJ/mol

Atoms and positions in Å:
Sn  0.165  1.227  -1.529
C  0.397  2.178  1.201
O  1.117  2.115  2.079
C  0.194  4.214  -0.848
O  0.211  5.281  -0.457
C  -2.342  1.748  -0.478
O  -3.352  1.681  0.071
C  2.546  1.626  -0.605
O  3.300  1.977  0.202
C  0.330  0.085  -3.804
H  1.242  -0.488  -4.083
H  -0.598  -0.499  -3.708
C  0.295  1.473  -4.055
H  -0.653  2.006  -4.230
H  1.209  1.997  -4.398
N  1.744  -1.504  -1.389
C  1.013  -1.638  -0.236
N  0.122  -0.749  0.158
C  -0.449  -1.141  1.372
C  -1.386  -0.407  2.098
C  -1.889  -0.946  3.276
C  -1.439  -2.179  3.762
C  -0.459  -2.874  3.059
C  0.034  -2.348  1.876
S  1.307  -2.981  0.828
H  2.369  -2.284  -1.569
H  1.239  -1.273  -2.235
H  -1.734  0.551  1.716
H  -2.650  -0.425  3.861
H  -1.821  -2.603  4.688
H  -0.058  -3.822  3.376

Here are the Löwdin charges for atoms 1 to 6, given in e:
1. Sn 1.300
2. C -0.081
3. O 0.144
4. C -0.029
5. O 0.133
6. C -0.041

---

DFT (ωB97M-V/def2-TZVPD) results for a structure of composition C13H10N2O4SV at a distorted geometry.

Values from the calculation:
E_tot = -61317.78945 eV
spin multiplicity = 4
HOMO level (alpha / beta) = -0.5920 / -0.5622 Eh
charge = +2
largest force on an atom = 6.7 eV Å⁻¹
ΔE to the lowest compared entry with this formula, charge and spin = 0.0 kJ/mol

Atoms and positions in Å:
V  -0.094  -0.009  -0.278
O  -0.230  -2.324  1.829
C  -0.256  -1.399  1.127
C  0.096  1.714  -1.151
O  0.319  2.733  -1.669
C  -1.895  -0.470  -0.772
O  -2.991  -0.838  -0.917
C  1.674  0.357  0.503
O  2.757  0.534  0.880
C  0.694  -1.753  -1.251
H  1.628  -2.151  -0.831
H  -0.075  -2.522  -1.413
C  0.749  -0.618  -2.128
H  0.005  -0.511  -2.929
H  1.722  -0.170  -2.364
N  -2.692  2.369  -0.450
C  -2.250  2.186  0.806
N  -1.254  1.390  1.182
C  -1.022  1.511  2.562
C  -0.046  0.856  3.318
C  -0.029  1.052  4.701
C  -0.937  1.920  5.326
C  -1.897  2.611  4.572
C  -1.927  2.397  3.198
S  -3.047  3.122  2.049
H  -3.458  3.018  -0.576
H  -2.312  1.882  -1.251
H  0.677  0.216  2.813
H  0.707  0.518  5.300
H  -0.904  2.067  6.405
H  -2.623  3.300  5.006

Here are the Löwdin charges for atoms 1 to 6, given in e:
1. V 0.219
2. O 0.206
3. C -0.090
4. C -0.118
5. O 0.198
6. C -0.087

---

DFT (ωB97M-V/def2-TZVPD) results for a cluster of 2 separate species, C13H10NO in total at a distorted geometry.

Values from the calculation:
E_tot = -17170.32900 eV
spin multiplicity = 1
HOMO level = -0.4607 Eh
charge = +1
largest force on an atom = 3.9 eV Å⁻¹
ΔE to the lowest compared entry with this formula, charge and spin = 32.1 kJ/mol

Atoms and positions in Å:
C  -0.401  -2.056  -0.447
C  -3.152  1.090  -0.089
C  -2.537  0.067  0.762
C  -2.390  1.873  -0.965
C  3.332  0.207  -0.154
C  3.215  -0.960  0.634
C  -1.157  0.155  0.799
C  -0.987  1.799  -0.892
C  2.179  0.962  -0.430
C  2.006  -1.367  1.177
C  -0.319  1.036  0.058
C  0.953  0.443  0.055
C  0.937  -0.669  0.865
N  -1.339  -1.638  -0.991
O  -0.465  -0.927  1.299
H  0.284  -2.914  -0.286
H  -4.250  1.157  -0.128
H  -2.939  -0.713  1.389
H  -3.028  2.486  -1.677
H  4.285  0.513  -0.462
H  4.113  -1.435  0.906
H  -2.068  -0.995  -0.515
H  -0.429  2.508  -1.492
H  2.256  1.664  -1.200
H  1.903  -2.287  1.784

Here are the Löwdin charges for atoms 1 to 6, given in e:
1. C 0.140
2. C -0.017
3. C -0.014
4. C -0.040
5. C -0.011
6. C -0.017

---

DFT (ωB97M-V/def2-TZVPD) results for the molecule C13H10O3.

Values from the calculation:
E_tot = -19784.27579 eV
spin multiplicity = 1
HOMO level = -0.3309 Eh
largest force on an atom = 0.5 eV Å⁻¹
ΔE to the lowest compared entry with this formula, charge and spin = 51.7 kJ/mol
SMILES = O=C1C=CC(=O)C(COc2ccccc2)=C1

Atoms and positions in Å:
O  3.029  -0.984  2.195
C  2.633  -0.614  1.112
C  3.000  -1.347  -0.125
C  2.587  -0.945  -1.325
C  1.752  0.270  -1.478
O  1.500  0.725  -2.571
C  1.299  0.960  -0.230
C  0.367  2.125  -0.400
O  -0.874  1.744  -0.975
C  -1.550  0.729  -0.344
C  -1.818  0.757  1.022
C  -2.516  -0.294  1.607
C  -2.955  -1.363  0.832
C  -2.668  -1.389  -0.530
C  -1.955  -0.350  -1.120
C  1.723  0.542  0.965
H  3.633  -2.213  0.019
H  2.871  -1.450  -2.239
H  0.796  2.840  -1.101
H  0.219  2.632  0.558
H  -1.495  1.605  1.614
H  -2.742  -0.274  2.664
H  -3.496  -2.175  1.298
H  -3.003  -2.220  -1.136
H  -1.724  -0.353  -2.176
H  1.386  1.044  1.865

Here are the Löwdin charges for atoms 1 to 6, given in e:
1. O 0.110
2. C -0.376
3. C 0.024
4. C 0.031
5. C -0.332
6. O 0.133

---

DFT (ωB97M-V/def2-TZVPD) results for a structure of composition C13H11BrMnN3O4SbSe4.

Values from the calculation:
E_tot = -395612.76837 eV
spin multiplicity = 6
HOMO level (alpha / beta) = -0.0519 / -0.0523 Eh
charge = -2
largest force on an atom = 0.5 eV Å⁻¹

Atoms and positions in Å:
Mn  -1.889  0.299  -2.151
Br  0.748  -2.127  -3.880
C  1.310  -0.668  -2.830
C  2.607  -0.663  -2.343
C  3.046  0.479  -1.682
C  2.196  1.565  -1.572
C  0.901  1.449  -2.057
N  0.458  0.329  -2.648
C  -0.074  2.637  -1.972
O  0.443  3.707  -1.652
O  -1.269  2.366  -2.260
H  3.245  -1.520  -2.496
H  4.056  0.522  -1.291
H  2.485  2.504  -1.124
Se  -5.750  -2.048  0.092
Sb  -4.517  -1.909  -2.017
Se  -4.360  0.508  -2.756
Se  -2.029  -2.227  -1.594
Se  -5.293  -3.363  -3.797
O  3.550  -1.161  3.213
C  3.254  0.042  2.539
N  1.938  0.070  1.956
C  0.854  0.002  2.783
O  1.002  -0.081  3.999
C  -0.477  0.047  2.125
C  -1.594  -0.501  2.749
C  -2.803  -0.477  2.085
C  -2.855  0.080  0.813
N  -1.792  0.618  0.214
C  -0.638  0.612  0.870
H  2.879  -1.226  3.907
H  3.984  0.151  1.740
H  3.337  0.887  3.227
H  1.817  -0.169  0.985
H  -1.486  -0.953  3.727
H  -3.700  -0.933  2.479
H  -3.779  0.057  0.246
H  0.197  1.093  0.371

Here are the Löwdin charges for atoms 1 to 6, given in e:
1. Mn 0.293
2. Br 0.733
3. C -0.748
4. C -0.119
5. C -0.075
6. C -0.027

---

DFT (ωB97M-V/def2-TZVPD) results for a structure of composition C13H11Cl2N3S at a distorted geometry.

Values from the calculation:
E_tot = -53999.70227 eV
spin multiplicity = 1
HOMO level = -0.3045 Eh
largest force on an atom = 15.3 eV Å⁻¹
ΔE to the lowest compared entry with this formula, charge and spin = 1044.0 kJ/mol

Atoms and positions in Å:
S  -0.778  -2.094  0.444
C  -0.746  -0.509  0.769
N  -1.887  0.137  1.223
H  -2.024  1.010  1.390
C  -3.292  -0.814  1.128
C  -4.359  -0.127  0.367
C  -4.002  0.231  -0.794
N  -4.753  0.917  -1.966
C  -6.053  1.081  -1.602
C  -6.468  0.641  -0.279
C  -5.699  0.333  0.676
H  -6.098  -0.067  1.532
H  -7.528  0.650  -0.149
H  -6.611  1.588  -2.228
H  -2.899  0.218  -1.417
H  -3.791  -0.640  2.424
H  -3.082  -1.844  1.067
N  0.098  0.335  0.782
C  1.576  0.356  0.278
C  2.209  1.465  0.475
C  3.530  1.365  -0.073
C  4.070  0.275  -0.188
C  3.407  -0.855  -0.296
C  2.007  -0.905  0.157
H  1.498  -1.697  -0.278
Cl  4.226  -2.442  -0.803
H  5.242  -0.037  -0.610
Cl  4.541  2.985  0.012
H  1.715  2.326  0.745
H  -0.063  1.301  1.034

Here are the Löwdin charges for atoms 1 to 6, given in e:
1. S 0.746
2. C -0.973
3. N 0.054
4. H 0.030
5. C -0.075
6. C -0.302

---

DFT (ωB97M-V/def2-TZVPD) results for a structure of composition C13H11Cl4FO2 at a distorted geometry.

Values from the calculation:
E_tot = -70545.64261 eV
spin multiplicity = 1
HOMO level = -0.2692 Eh
largest force on an atom = 17.5 eV Å⁻¹
ΔE to the lowest compared entry with this formula, charge and spin = 1468.6 kJ/mol

Atoms and positions in Å:
F  4.215  2.108  -0.065
C  3.145  1.291  0.006
C  2.333  1.125  -1.117
C  1.063  0.485  -1.008
C  0.743  -0.189  0.192
C  1.642  -0.154  1.289
C  2.835  0.610  1.172
H  2.531  1.600  -2.067
H  0.414  0.428  -1.869
H  -0.206  -0.701  0.253
H  1.329  -0.682  2.178
H  3.478  0.741  2.030
C  -1.740  -0.785  -0.774
C  -2.301  -0.871  0.489
C  -2.513  0.335  1.185
C  -2.068  1.568  0.694
C  -1.458  1.597  -0.550
C  -1.361  0.454  -1.278
O  -0.780  0.439  -2.539
O  -3.114  0.282  2.419
H  -1.654  -1.681  -1.371
H  -2.685  -1.792  0.903
H  -2.146  2.487  1.255
H  -1.203  2.535  -1.023
H  -0.555  1.326  -2.830
H  -3.489  1.113  2.720
C  0.677  -2.743  -0.043
Cl  0.026  -4.423  -0.323
Cl  -0.110  -1.495  -0.989
Cl  0.612  -2.260  1.672
Cl  2.343  -2.748  -0.609

Here are the Löwdin charges for atoms 1 to 6, given in e:
1. F 0.054
2. C -0.286
3. C 0.031
4. C -0.137
5. C -0.430
6. C -0.179

---

What is the E_tot in the ninth record? -19784.27579 eV